Entry 1:
Density functional theory data (ωB97M-V/def2-TZVPD) for a molecular structure, C13H35InO14P3 at a distorted geometry.

```
! wB97M-V def2-TZVPD RIJCOSX def2/J DEFGRID3
* xyz 3 1
In -0.15138 -0.03881 0.59092
C -5.52986 -3.73763 1.30429
O -4.45331 -2.78171 1.45510
P -3.15806 -2.91008 0.59590
O -2.37013 -1.64862 0.77791
O -3.64035 -3.25346 -0.83898
C -2.68094 -3.73377 -1.80780
O -2.45884 -4.21418 1.11509
C -2.14786 -4.38725 2.51507
H -5.89005 -3.86923 0.28636
H -6.36465 -3.40073 1.91084
H -5.18944 -4.69511 1.70737
H -2.96925 -4.75001 -2.07513
H -1.66324 -3.83342 -1.42632
H -2.69299 -3.11150 -2.69679
H -2.27553 -5.42784 2.81006
H -2.74120 -3.74955 3.16347
H -1.07206 -4.23036 2.62596
C 1.73969 4.76749 4.19469
O 1.44195 3.83393 3.11510
P 0.06719 3.81507 2.39290
O -0.19990 2.59376 1.58038
O 0.01754 5.16903 1.63511
C -0.56416 5.33375 0.31879
O -1.02418 4.01162 3.51989
C -1.25431 3.01461 4.51409
H 2.79691 4.66383 4.39970
H 1.16436 4.46288 5.06913
H 1.43869 5.78742 3.96566
H -1.49258 5.88905 0.42842
H -0.67980 4.37197 -0.17380
H 0.10430 5.96706 -0.26203
H -2.32679 2.81586 4.52034
H -1.01372 3.36708 5.52173
H -0.69461 2.09772 4.32965
C 2.94298 4.05890 -0.87792
O 2.12081 3.82816 -2.03241
P 1.49858 2.42363 -2.33265
O 0.79939 1.84477 -1.13304
O 0.54839 2.64505 -3.54187
C -0.54392 3.59874 -3.46652
O 2.69684 1.61476 -2.92089
C 2.44753 0.33688 -3.53669
H 3.94241 4.31205 -1.24434
H 3.09064 3.15391 -0.28544
H 2.58376 4.87629 -0.25972
H -0.33709 4.47186 -4.07266
H -0.73611 3.88894 -2.42978
H -1.46143 3.08344 -3.74013
H 3.25951 -0.31469 -3.21689
H 2.48662 0.40088 -4.62214
H 1.50391 -0.12911 -3.24402
O 0.63349 -2.69866 -0.21580
C 1.17141 -3.78255 -0.47811
O 2.17144 -3.94162 -1.27390
C 2.84273 -2.81184 -1.83981
C 3.84446 -3.29171 -2.85104
C 0.73182 -5.05074 0.18440
H 3.29405 -2.17717 -1.06858
H 2.12619 -2.10334 -2.27712
H 4.49169 -2.51091 -3.24514
H 3.37113 -3.72615 -3.73358
H 4.44138 -4.08563 -2.40057
H 1.01761 -5.89519 -0.44181
H -0.33380 -5.05715 0.39165
H 1.28217 -5.15071 1.12341
*
```

The HOMO energy is -18.77 eV. As for the strongest force on any atom: 2.8 eV/A. The frontier orbital gap is 3.203 eV. The relative energy (zero: lowest compared OMol25 entry of this formula, charge and spin) comes out at 0.0 kJ/mol.

Entry 2:
Density functional theory data (ωB97M-V/def2-TZVPD) for 7 unconnected molecules or ions with the total composition C13H35N3O9Si at a distorted geometry.

```
! wB97M-V def2-TZVPD RIJCOSX def2/J DEFGRID3
* xyz 0 1
C 1.43838 4.76388 -3.40403
Si 1.66997 3.02531 -2.52147
C 2.04571 1.75658 -3.92102
C -0.04700 2.57587 -1.77332
O 2.96101 3.24408 -1.35009
C 2.88869 2.27602 -0.24484
C 3.53064 0.78373 -0.62579
C 2.61487 -0.32117 0.20099
C 2.26891 -0.17772 1.67247
C 1.28880 -1.37880 2.30063
O 1.42216 -1.84500 3.54974
C 0.10057 -1.90266 1.24634
C -1.45714 -2.22098 1.75435
C -2.29058 -0.80382 1.45491
N -3.04719 -0.30594 2.68181
N -1.34255 0.34419 1.05916
N -3.21277 -0.98560 0.23291
C 0.44767 -2.05060 -0.22208
C 2.02977 -1.66915 -0.59790
O 2.79954 -2.38095 -1.42477
H 0.36790 4.88509 -3.86360
H 2.31575 4.96598 -4.15357
H 1.55809 5.57005 -2.53381
H 3.13729 1.33462 -3.93517
H 1.22955 0.88851 -3.88845
H 1.87824 2.29198 -4.97443
H -0.87706 2.97767 -2.52610
H -0.27016 3.08514 -0.74235
H -0.22799 1.39907 -1.72212
H 1.82644 2.18551 0.25620
H 3.60647 2.69805 0.61011
H 4.62304 0.70998 -0.15539
H 3.59056 0.58850 -1.77805
H 2.67109 0.73049 2.32937
H -1.40212 -2.44627 2.91356
H -1.93424 -3.14277 1.18716
H -2.29005 -0.13092 3.39782
H -3.36323 0.67138 2.41104
H -0.88192 0.75212 1.90233
H -1.86320 1.06534 0.50561
H -3.43546 -1.99683 0.09624
H -2.64894 -0.64809 -0.60155
H -0.32496 -2.37938 -1.04811
O -4.85482 -3.21487 1.96564
H -5.29919 -3.56046 2.75441
H -4.48457 -2.36836 2.25776
O -3.21746 -3.29851 4.10855
H -2.51056 -3.47734 4.74680
H -3.39350 -4.16236 3.70635
O 5.53644 2.32274 -2.10507
H 6.34541 2.32961 -1.57162
H 4.94996 2.94457 -1.64859
O 4.36549 -2.54095 1.39402
H 5.09824 -1.91272 1.48043
H 4.15161 -2.52232 0.44909
O -3.44978 1.68378 -0.85180
H -4.30619 1.23742 -0.93166
H -3.61063 2.56594 -1.21910
O -6.21363 -5.10319 0.20972
H -6.65800 -5.44879 0.99849
H -5.84338 -4.25668 0.50184
*
```

The HOMO energy is -8.82 eV. As for the strongest force on any atom: 8.3 eV/A. The frontier orbital gap is 7.521 eV. The relative energy (zero: lowest compared OMol25 entry of this formula, charge and spin) comes out at 552.0 kJ/mol.

Entry 3:
Density functional theory data (ωB97M-V/def2-TZVPD) for a molecular structure, C13H35N5O2Se2V at a distorted geometry.

```
! wB97M-V def2-TZVPD RIJCOSX def2/J DEFGRID3
* xyz 1 3
V -0.03801 -0.28492 -0.61279
N 0.82127 -1.97709 0.52839
C 0.06485 -3.25422 0.58846
C -1.42487 -2.77848 0.54787
N -1.75826 -1.88353 -0.55175
C -2.19676 -2.49128 -1.83371
C -1.01906 -2.51260 -2.78978
N -0.37885 -1.17551 -2.69818
H 0.80299 -1.54644 1.48247
H 1.78393 -2.16579 0.28608
H 0.28279 -3.91108 -0.29222
H 0.19964 -3.86757 1.52701
H -2.05292 -3.64478 0.49041
H -1.67470 -2.22809 1.47303
H -2.46169 -1.30192 -0.11449
H -2.57817 -3.45316 -1.76235
H -2.98269 -1.82403 -2.19657
H -0.38697 -3.33673 -2.55212
H -1.38770 -2.69633 -3.83396
H 0.52282 -1.15400 -3.16427
H -0.97427 -0.49344 -3.15651
O -0.12577 0.02556 5.32922
C 0.66476 0.67353 4.32939
C -0.35970 1.36710 3.36388
C -1.14652 2.44474 4.14763
O -2.27405 1.94973 4.82061
C -1.22970 0.28036 2.82851
Se -1.96719 0.67887 0.99368
C 0.43183 2.13320 2.26419
Se 1.53721 1.00973 0.99518
H 0.43458 -0.36889 5.99302
H 1.41292 -0.01935 3.81671
H 1.24390 1.49123 4.82467
H -1.54296 3.20742 3.39188
H -0.50836 2.93997 4.92989
H -1.99167 1.34704 5.51618
H -2.08422 0.15729 3.37819
H -0.66815 -0.67423 2.76043
H 1.16388 2.78006 2.74409
H -0.24683 2.70444 1.66993
N 2.04652 -0.13960 -1.71223
C 2.60947 0.15602 -3.03674
C 2.44837 1.57344 -3.57043
C 0.99607 1.91790 -3.74571
C 0.27541 2.45349 -2.48841
N -0.62198 1.56569 -1.72951
H 2.38884 0.59528 -1.07301
H 2.52308 -0.99600 -1.38329
H 2.17648 -0.48417 -3.85700
H 3.66228 -0.14904 -3.06112
H 2.83113 1.59823 -4.60362
H 2.99411 2.30356 -2.96799
H 0.52193 1.08539 -4.17091
H 0.90233 2.72516 -4.50000
H -0.32329 3.30273 -2.84225
H 0.99808 2.80310 -1.79286
H -1.55559 1.43170 -2.06637
H -0.78057 2.11038 -0.86082
*
```

The HOMO energy (spin up / spin down) is -10.34 / -10.44 eV. As for the strongest force on any atom: 3.0 eV/A. The frontier orbital gap (spin up / spin down) is 7.632 / 7.785 eV. The relative energy (zero: lowest compared OMol25 entry of this formula, charge and spin) comes out at 0.0 kJ/mol.